Here is a 2-piece molecular cluster, C6H14NS overall from the Open Molecules 2025 dataset. Energies are from wB97M-V/def2-TZVPD.

Each line ends with the Mulliken charge.
Element x y z (Å)
C 2.32908 -1.61121 -1.02102  -1.2455
C 1.84455 -1.06732 0.31058  -0.2361
S 1.34352 0.67894 0.14455  -0.0620
C 0.80129 0.93110 1.85625  -1.0124
H 2.58059 -2.66995 -0.91697  0.3600
H 3.18880 -1.05670 -1.38150  0.3469
H 1.54251 -1.54726 -1.76409  0.3135
H 2.60223 -1.09149 1.09785  0.3818
H 0.97834 -1.63542 0.66076  0.2006
H 0.18602 0.09863 2.20548  0.3080
H 1.65904 1.00858 2.52544  0.3341
H 0.25512 1.87001 1.95843  0.3517
C -2.07322 0.03617 -0.98325  0.1330
C -1.82493 -1.18524 -0.56151  -0.7367
C -2.03050 2.38273 -0.54124  -0.0767
N -1.84437 1.18237 -0.16623  0.0577
H -2.44177 0.27965 -1.96980  0.2706
H -1.41037 -1.37455 0.42259  0.2637
H -2.03632 -2.00742 -1.22048  0.2736
H -1.81343 3.20002 0.13364  0.2738
H -2.39098 2.56188 -1.54665  0.2338
H -1.44521 1.01648 0.75720  0.2666

Properties
Net charge: +1
ΔE to the lowest compared entry with this formula, charge and spin in eV: 1.715
HOMO-LUMO gap in Eh: 0.2539
E in eV: -18766.37196
2S+1: 1

Here is C16H10N5OS3W as an isolated structure from the Open Molecules 2025 dataset. Energies are from wB97M-V/def2-TZVPD.

Each line ends with the Mulliken spin population.
Element x y z (Å)
W 1.19248 -1.69240 0.68255  -0.0121
S 2.33058 -1.26165 2.33708  0.0189
C 2.59623 -2.99958 0.11531  0.0087
C 3.98202 -3.10752 0.40585  -0.0008
N 5.08162 -3.20569 0.73899  0.0018
C 1.87381 -3.88926 -0.63524  -0.0025
S 0.19518 -3.36951 -0.68345  0.0112
C 2.46502 -4.90061 -1.27587  -0.0011
N 3.13710 -5.59937 -1.91734  -0.0023
O -3.69695 -1.50120 1.90029  0.6608
N -3.38038 -0.99136 0.75338  0.0593
C -4.36263 -0.30960 -0.01784  -0.0057
C -3.99928 0.23226 -1.22408  0.0050
C -2.64540 0.33662 -1.59111  0.0911
C -1.71842 -0.38236 -0.87858  -0.0366
C -2.06746 -1.12618 0.28664  0.0856
S -1.08040 -1.87505 1.57743  0.1209
H -5.31971 -0.19025 0.50815  -0.0026
H -4.81664 0.48411 -1.87346  -0.0007
H -2.29681 0.89486 -2.50310  0.0027
H -0.71559 -0.59904 -1.29569  0.0011
N 1.64142 1.88957 -1.47083  -0.0001
C 1.76322 0.60554 -1.31251  0.0010
N 1.27158 0.16709 -0.16655  -0.0006
C 0.74553 1.37469 0.49768  0.0008
C 0.38191 1.68876 1.87079  -0.0002
C 0.31519 3.06146 2.19017  0.0000
C 0.25307 4.03852 1.22782  0.0000
C 0.49121 3.75947 -0.12738  0.0000
C 0.83107 2.38051 -0.39776  0.0003
H 2.00444 2.39247 -2.27105  -0.0001
H 2.32490 -0.07397 -1.95041  -0.0001
H 0.34485 0.82278 2.55972  -0.0035
H 0.35296 3.38762 3.26106  0.0000
H 0.13556 5.07007 1.59381  0.0001
H 0.38874 4.48817 -0.91447  0.0000

Properties
Net charge: +2
HOMO-LUMO gap (alpha / beta) in Eh: 0.2201 / 0.1950
E in eV: -60561.38569
2S+1: 2

Here is a 3-piece molecular cluster, C15H15ClO10P2 overall from the Open Molecules 2025 dataset. Energies are from wB97M-V/def2-TZVPD.

Each line ends with the Mulliken charge.
Element x y z (Å)
O -4.81719 -3.03143 2.08933  -0.6362
C -4.03317 -2.52799 1.30590  0.9661
C -4.20554 -2.52220 -0.13308  -0.9772
C -3.26817 -1.94880 -0.90031  0.3069
O -3.33321 -1.88772 -2.22058  -0.5785
C -2.03267 -1.30898 -0.31415  1.0677
O -1.23863 -0.83023 -1.10300  -0.6357
C -1.86862 -1.29598 1.12420  -1.1037
C -2.80859 -1.86759 1.89001  0.4339
O -2.75410 -1.91069 3.21272  -0.5904
H -5.09264 -2.98430 -0.54207  0.4331
H -2.52487 -1.42102 -2.51212  0.3707
H -0.98374 -0.82676 1.53080  0.5866
H -3.55810 -2.38465 3.50179  0.3705
O -3.12958 4.77082 1.06187  -0.6353
C -3.01436 4.29948 -0.05408  1.0249
C -3.81526 4.69319 -1.19619  -0.9995
C -3.61067 4.09300 -2.37703  0.3561
O -4.28947 4.38008 -3.47608  -0.5675
C -2.57078 3.01385 -2.56050  1.0520
O -2.48036 2.52033 -3.66959  -0.6477
C -1.75601 2.63631 -1.42456  -0.9751
C -1.95956 3.23667 -0.24349  0.2959
O -1.26995 2.95855 0.85111  -0.5610
H -4.55890 5.46438 -1.05486  0.4240
H -3.93711 3.79296 -4.17365  0.3722
H -1.00679 1.86931 -1.56699  0.4804
H -1.63001 3.53424 1.55387  0.3732
C 8.22161 -1.43537 0.22616  -0.9310
P 6.75844 -1.74431 1.26678  0.2092
O 6.77567 -3.40681 1.31369  -0.4994
P 5.13036 -1.20652 -0.06030  -0.0007
C 3.82158 -0.89108 1.23381  -0.6293
C 2.38581 -1.22783 0.93592  0.4736
O 1.47706 -0.76844 1.54594  -0.4224
Cl 2.04334 -2.36242 -0.37263  -0.2236
H 8.64722 -0.47645 0.51275  0.3239
H 8.05097 -1.46970 -0.84555  0.3416
H 8.94218 -2.20775 0.49307  0.2875
H 6.68862 -3.66715 2.23761  0.3332
H 4.70203 -2.39557 -0.65697  0.0228
H 3.82392 0.17802 1.42841  0.3535
H 4.07922 -1.43344 2.14204  0.3546

Properties
HOMO-LUMO gap in Eh: 0.2721
SMILES: O=C1C=C(O)C(=O)C=C1O.O=C1C=C(O)C(=O)C=C1O.CP(O)#[PH]CC(=O)Cl
E in eV: -67372.36596
2S+1: 1

Here is a 2-piece molecular cluster, C4H6N4O overall from the Open Molecules 2025 dataset. Energies are from wB97M-V/def2-TZVPD.

Each line ends with the Mulliken charge.
Element x y z (Å)
C -0.87904 1.37709 1.38529  -0.2163
C -0.01292 -0.00434 0.10286  0.4431
C 1.71967 -2.05125 0.27289  -0.4759
C 2.50267 -0.81899 -0.20604  -0.3875
H -2.95982 -0.20994 -1.43680  0.4083
H -1.11518 1.88450 2.25206  0.4698
H 1.40996 -2.91758 -0.55390  0.2585
H 1.52038 -2.13416 1.32195  0.3391
H 2.99775 -0.93017 -1.11856  0.2557
H 2.89023 -0.07703 0.56922  0.2730
N -0.96956 0.59422 -0.55444  0.8059
N -1.72987 1.47046 0.11418  -0.7581
N 0.01950 0.45249 1.37814  -0.5107
N 0.96987 -0.81204 -0.41633  -0.3394
O -1.59441 0.17918 -1.75185  -0.5657

Properties
ΔE to the lowest compared entry with this formula, charge and spin in eV: 7.787
HOMO-LUMO gap in Eh: 0.2838
E in eV: -12245.19181
2S+1: 1